Density functional theory data (the ωB97M-V functional and the def2-TZVPD basis) for 5 unconnected molecules or ions with the total composition C24H60ClN4O12 at a distorted geometry.

Element x y z (Å)
Cl  -1.8787  22.7437  -18.0581
O  -1.4463  23.8424  -17.2883
O  -3.2958  22.7553  -18.3549
O  -1.2058  22.8230  -19.3367
O  -1.5573  21.5599  -17.2954
C  -3.9042  18.6770  -13.0561
O  -3.3135  17.5600  -13.7252
C  -4.3442  16.5271  -13.8667
C  -4.7588  15.8440  -12.5432
N  -3.5930  15.2142  -11.8986
C  -4.0468  14.3260  -10.8423
C  -2.8718  13.8497  -9.9671
O  -2.4457  14.7303  -8.9486
C  -1.4982  14.1594  -8.0047
H  -4.9907  18.7448  -13.1098
H  -3.4906  19.5987  -13.4654
H  -3.6342  18.6139  -12.0019
H  -3.8911  15.7564  -14.4904
H  -5.2132  16.9777  -14.3460
H  -5.4701  15.0755  -12.8458
H  -5.2475  16.5520  -11.8737
H  -3.0193  14.7626  -12.5964
H  -4.4761  13.4070  -11.2413
H  -4.7715  14.8319  -10.2043
H  -1.9956  13.5732  -10.5535
H  -3.1626  12.9401  -9.4416
H  -1.9380  13.3672  -7.3988
H  -1.3060  14.9686  -7.3000
H  -0.6046  13.8160  -8.5259
C  3.5073  25.6769  -14.1689
O  4.0945  26.9524  -14.1913
C  3.3222  28.0108  -13.5535
C  2.0625  28.3940  -14.3088
N  2.3792  29.1505  -15.5113
C  1.1661  29.4279  -16.2423
C  0.7015  28.3008  -17.2154
O  1.6377  28.1896  -18.2794
C  1.5871  27.0219  -19.0703
H  4.2303  24.9417  -14.5224
H  2.7168  25.5869  -14.9139
H  3.1998  25.2896  -13.1975
H  3.9271  28.9146  -13.4810
H  3.0664  27.7084  -12.5380
H  1.4055  28.9032  -13.6037
H  1.4766  27.4935  -14.4929
H  3.1395  28.9099  -16.1310
H  1.3379  30.2415  -16.9470
H  0.3886  29.7901  -15.5697
H  -0.2256  28.6477  -17.6716
H  0.5654  27.3606  -16.6810
H  2.3098  27.1396  -19.8777
H  0.5883  26.8570  -19.4743
H  1.7779  26.1189  -18.4904
C  0.4369  30.3224  -9.8038
O  -0.1476  29.3105  -10.6440
C  -0.7613  28.2992  -9.9070
C  -1.3010  27.2667  -10.9328
N  -2.3489  27.8267  -11.8016
C  -2.6212  27.0007  -12.9872
C  -3.3385  27.9103  -13.9900
O  -2.8314  29.2569  -14.0071
C  -3.3667  30.0495  -15.0412
H  0.7207  31.0902  -10.5235
H  1.3924  30.0174  -9.3771
H  -0.2963  30.8380  -9.1835
H  -1.5842  28.7696  -9.3688
H  -0.0880  27.8133  -9.2008
H  -1.6088  26.3778  -10.3822
H  -0.4533  26.9786  -11.5545
H  -2.1399  28.7522  -12.1480
H  -3.2642  26.1518  -12.7548
H  -1.6408  26.7002  -13.3569
H  -4.4214  27.8491  -13.8824
H  -3.1926  27.5350  -15.0029
H  -2.8749  31.0206  -15.0960
H  -4.4176  30.2520  -14.8344
H  -3.2688  29.4578  -15.9514
C  2.4420  21.1903  -17.7214
O  2.1140  19.7898  -18.0115
C  2.7344  19.2575  -19.2148
C  2.8606  17.7494  -19.3068
N  1.6440  17.0119  -18.8882
C  0.5437  17.4450  -19.8414
C  -0.7927  16.9278  -19.3426
O  -1.3561  17.7005  -18.2830
C  -2.7228  18.0848  -18.6715
H  2.0874  21.5198  -16.7448
H  2.0192  21.8853  -18.4470
H  3.5185  21.3608  -17.7112
H  3.7736  19.5616  -19.3406
H  2.2036  19.6446  -20.0845
H  3.7827  17.3393  -18.8950
H  3.1016  17.5786  -20.3560
H  1.7195  16.0093  -18.9840
H  0.7229  17.0126  -20.8258
H  0.3654  18.5129  -19.9674
H  -0.6212  15.9477  -18.8976
H  -1.3906  16.6243  -20.2020
H  -3.3447  17.1928  -18.5960
H  -2.8311  18.4261  -19.7010
H  -3.2883  18.6926  -17.9652

Gap between HOMO and LUMO (Ha): 0.29236
M (g mol⁻¹): 632.21
Spin multiplicity: 1
Net charge: -1